A) ORCA calculation (ωB97M-V/def2-TZVPD) on a 2-piece molecular cluster, CH3N2O2 overall.

Structure (XYZ):
```
8
Properties=species:S:1:pos:R:3:mulliken_charge:R:1
C 0.7731 -0.3591 -0.0489 0.0757
N 0.9355 -0.3746 1.2343 -0.2948
N -2.4431 1.1971 -1.0398 0.6527
O -0.1916 0.0728 -0.6631 -0.5346
O -2.6473 0.7136 -2.0051 0.2201
H 1.4957 -0.8516 -0.6661 0.3501
H 1.8634 -0.6090 1.5824 0.2786
H 0.2143 0.2107 1.6062 0.2522
```

For the HOMO energy (spin up / spin down), the calculation gives -14.86 / -14.86 eV. The charge is +1. The HOMO-LUMO gap (spin up / spin down) is 6.39 / 6.40 eV. Its spin multiplicity is 1.

B) ORCA calculation (ωB97M-V/def2-TZVPD) on an isolated ion of composition CH3N2O2 and charge +1.

Structure (XYZ):
```
8
Properties=species:S:1:pos:R:3:mulliken_charge:R:1
N 0.8346 -0.6747 -0.4519 -0.1450
C -0.2181 -0.5042 0.2673 0.1669
N -0.5994 0.9236 0.2059 0.7787
O 0.0548 1.7834 -0.3153 -0.4768
O -1.6344 1.1257 1.0366 -0.3561
H 1.1678 -1.5985 -0.6904 0.2785
H 1.2517 0.2826 -0.7941 0.3666
H -0.8570 -1.3381 0.7420 0.3873
```

For the HOMO energy (spin up / spin down), the calculation gives -17.16 / -17.11 eV. As for the SMILES: [NH2+]=C[N+](=O)[O-]. The charge is +1. The HOMO-LUMO gap (spin up / spin down) is 9.15 / 9.12 eV. Its spin multiplicity is 1.

C) ORCA calculation (ωB97M-V/def2-TZVPD) on a 2-piece molecular cluster, CH3N2O2 overall.

Structure (XYZ):
```
8
Properties=species:S:1:pos:R:3:mulliken_charge:R:1
C 0.2602 0.2741 -0.3731 0.0440
N 1.0741 -0.1541 0.5033 -0.1570
N -1.2037 -0.0692 -0.0998 0.9042
O -1.3987 -1.2320 0.0426 -0.4657
O -1.9664 0.8178 -0.1233 -0.4232
H 0.5010 1.3034 -1.5083 0.4567
H 2.1331 -0.0281 0.5847 0.3287
H 0.6005 -0.9120 0.9739 0.3122
```

For the HOMO energy, the calculation gives -17.33 eV. The charge is +1. The HOMO-LUMO gap is 10.42 eV. Its spin multiplicity is 1.

Most stable structure, least stable structure: A), C).

A) ORCA calculation (ωB97M-V/def2-TZVPD) on C3H2FO3 as an isolated structure.

Structure (XYZ):
```
9
Properties=species:S:1:pos:R:3:mulliken_charge:R:1
C 1.4783 0.7283 0.0976 0.4608
C -1.6739 -0.1926 -0.1205 -0.6461
C 0.2854 -0.3748 -0.2050 0.5163
O 2.3998 0.2699 0.8025 -0.6897
O 1.2692 1.7772 -0.3950 -0.5909
O -0.7069 -0.2544 -1.1865 -0.3063
F 0.5526 -1.7065 0.1317 -0.2517
H -1.7759 -1.0871 0.5108 0.2869
H -1.8286 0.8399 0.3645 0.2207
```

For the HOMO energy (spin up / spin down), the calculation gives -4.26 / -4.26 eV. The charge is -1. The HOMO-LUMO gap (spin up / spin down) is 8.42 / 8.42 eV. Its spin multiplicity is 1.

B) ORCA calculation (ωB97M-V/def2-TZVPD) on a 2-piece molecular cluster, C3H2FO3 overall.

Structure (XYZ):
```
9
Properties=species:S:1:pos:R:3:mulliken_charge:R:1
C 1.7178 0.0779 -0.9417 -0.3063
C 2.6015 0.5159 -1.6867 0.0615
C -0.6570 -0.8887 0.9462 0.6828
O 0.2807 -1.5877 0.6014 -0.7422
O -1.8232 -0.9476 0.6443 -0.6858
O -0.2862 0.3393 1.5729 -0.5118
F 3.3181 1.1303 -2.6494 -0.2626
H 1.1851 -0.7541 -0.3244 0.4771
H -1.0139 0.9643 1.7900 0.2872
```

For the HOMO energy, the calculation gives -4.78 eV. The charge is -1. The HOMO-LUMO gap is 8.46 eV. Its spin multiplicity is 1.

Most stable structure, least stable structure: B), A).

A) ORCA calculation (ωB97M-V/def2-TZVPD) on a single C5H6S molecule.

Structure (XYZ):
```
12
Properties=species:S:1:pos:R:3:mulliken_charge:R:1
C 1.4458 0.8590 0.2626 -0.9218
C 0.2810 0.0864 -0.5324 -0.4817
C -0.9136 -0.6388 0.2787 0.1024
C -1.7855 -1.2554 0.9158 0.0593
C -3.0959 -1.3534 1.0126 -0.2210
S -4.2336 -1.9960 0.1795 -0.2959
H 1.9869 1.7067 -0.1708 0.3229
H 2.1063 -0.0462 0.6407 0.2398
H 1.0332 1.0563 1.2751 0.3209
H 0.6762 -0.6892 -1.1603 0.3483
H -0.3090 0.7132 -1.1907 0.2994
H -3.4135 -1.0327 2.0761 0.2273
```

For the HOMO energy, the calculation gives -8.46 eV. As for the SMILES: CCC#CC=S. The charge is 0. The HOMO-LUMO gap is 8.08 eV. Its spin multiplicity is 1.

B) ORCA calculation (ωB97M-V/def2-TZVPD) on a 2-piece molecular cluster, C5H6S overall.

Structure (XYZ):
```
12
Properties=species:S:1:pos:R:3:mulliken_charge:R:1
S 0.4527 3.3263 -0.2934 -0.1932
C -0.9494 2.5226 -0.0496 0.1170
C -2.1286 1.7221 -0.2935 -0.8731
C -1.7838 2.0995 0.9840 0.4346
H 0.5321 3.1663 -1.5287 0.1298
H -1.8791 2.0484 2.1067 0.3466
C 0.2609 0.0073 0.0257 -0.4792
C 1.5642 0.0541 -0.0004 -0.5440
H -0.2595 0.4045 -0.8657 0.2698
H -0.3633 -0.0373 0.9113 0.2717
H 2.1480 -0.0383 -0.9618 0.1967
H 2.2003 -0.0089 0.7786 0.3232
```

For the HOMO energy, the calculation gives -8.81 eV. As for the SMILES: SC1=C=C1.C=C. The charge is 0. The HOMO-LUMO gap is 9.40 eV. Its spin multiplicity is 1.

C) ORCA calculation (ωB97M-V/def2-TZVPD) on a single C5H6S molecule.

Structure (XYZ):
```
12
Properties=species:S:1:pos:R:3:mulliken_charge:R:1
C 1.5196 -0.2640 -0.1003 -0.3773
C 1.4578 0.9449 -0.8777 0.0189
C 0.2017 -0.7219 0.3838 -0.5410
C -0.7548 0.3326 -0.0668 -0.5765
C 0.1706 1.3317 -0.8529 -0.3200
S 2.5288 2.0086 -1.6120 -0.3534
H 2.4867 -0.6611 0.0868 0.4700
H 0.1042 -1.7470 0.0740 0.3197
H 0.1934 -0.8188 1.4765 0.2653
H -1.6809 0.1778 -0.7059 0.3382
H -1.1832 0.9010 0.7231 0.2859
H -0.1619 2.2628 -1.2016 0.4699
```

For the HOMO energy (spin up / spin down), the calculation gives -8.01 / -7.54 eV. The charge is 0. The HOMO-LUMO gap (spin up / spin down) is 7.15 / 6.04 eV. Its spin multiplicity is 1.

D) ORCA calculation (ωB97M-V/def2-TZVPD) on a single C5H6S molecule.

Structure (XYZ):
```
12
Properties=species:S:1:pos:R:3:mulliken_charge:R:1
C 2.7207 0.0057 -0.0989 -0.2144
C 1.4898 -0.0103 -0.0965 -0.6118
C 0.1423 0.0341 0.4204 0.1810
C -1.0175 1.1084 -0.0941 -0.4408
S -2.3907 -0.0874 -0.0889 -0.1535
C -0.8399 -1.1048 -0.0429 -0.6778
H 3.7544 -0.1111 -0.5555 0.3275
H 0.0525 0.2096 1.4492 0.3310
H -1.2966 1.8732 0.7102 0.2663
H -1.0516 1.6725 -1.1394 0.3107
H -0.9854 -2.1139 0.5109 0.3120
H -0.5782 -1.4759 -0.9745 0.3697
```

For the HOMO energy, the calculation gives -8.61 eV. As for the SMILES: C#CC1CSC1. The charge is 0. The HOMO-LUMO gap is 9.35 eV. Its spin multiplicity is 1.

Most stable structure, least stable structure: C), B).